*w*
This record from the Open Molecules 2025 dataset describes a cluster of 2 separate species, CHNOS2 in total. The level of theory is the ωB97M-V functional and the def2-TZVPD basis.

Output
**Frontier orbital gap (spin up / spin down)**: 7.44 / 7.44 eV
**HOMO energy (spin up / spin down)**: -0.32108 / -0.32132 Ha
**LUMO (spin up / spin down)**: -1.30 / -1.31 eV

Positions of all 6 atoms, in Å:
C (3.577, 0.019, -0.308)
N (-0.069, -0.414, -0.033)
O (3.938, -0.279, -1.364)
S (3.123, 0.417, 1.110)
S (0.005, -1.951, 0.054)
H (-0.993, 0.009, 0.064)

Now the Mulliken charges, all in e: C 0.64; N -0.30; O -0.33; S -0.32; S 0.06; H 0.25

***

*x*
This record from the Open Molecules 2025 dataset describes a structure of composition CHNOS2. The level of theory is the ωB97M-V functional and the def2-TZVPD basis.

Output
**Frontier orbital gap (spin up / spin down)**: 7.65 / 6.79 eV
**HOMO energy (spin up / spin down)**: -0.34921 / -0.34624 Ha
**LUMO (spin up / spin down)**: -1.85 / -2.64 eV

Positions of all 6 atoms, in Å:
C (-0.734, -0.152, -0.068)
N (1.450, 0.087, -0.392)
O (0.323, -0.794, -0.542)
S (-2.350, -0.575, 0.355)
S (-0.481, 1.517, 0.071)
H (1.791, -0.083, 0.575)

Now the Mulliken charges, all in e: C 0.46; N -0.35; O -0.13; S -0.18; S -0.09; H 0.29

***

Which structure is the most stable? The one labeled *w*.

***

*w*
This record from the Open Molecules 2025 dataset describes a cluster of 9 separate species, C5H29N2O9 in total. The level of theory is the ωB97M-V functional and the def2-TZVPD basis.

Output
**Total charge**: +1
**Frontier orbital gap**: 8.78 eV
**HOMO energy**: -0.42562 Ha
**LUMO**: -2.80 eV

Positions of all 45 atoms, in Å:
C (-1.548, 1.566, 3.227)
O (-2.699, 1.032, 2.533)
C (-0.706, 0.394, 3.733)
C (0.388, -0.130, 2.797)
C (-0.081, -0.334, 1.372)
C (-0.075, 0.746, 0.566)
N (-0.307, 0.691, -0.883)
N (-0.704, -1.503, 1.061)
H (-1.999, 2.113, 4.056)
H (-1.018, 2.267, 2.583)
H (-2.623, 1.280, 1.612)
H (-0.306, 0.676, 4.708)
H (-1.473, -0.352, 3.941)
H (0.661, -1.114, 3.166)
H (1.259, 0.499, 2.919)
H (0.281, 1.718, 0.856)
H (-0.598, -0.261, -1.131)
H (-1.065, 1.404, -1.221)
H (0.548, 0.860, -1.405)
H (-1.196, -1.679, 0.201)
H (-1.075, -2.034, 1.819)
H (2.112, -3.074, -1.561)
H (2.068, -1.525, -1.164)
O (1.564, -2.327, -1.318)
H (-1.486, -2.444, -2.301)
H (-0.087, -2.263, -1.551)
O (-1.013, -1.955, -1.600)
H (1.446, -1.717, 0.652)
H (2.712, -2.497, 1.134)
O (2.236, -1.681, 1.200)
H (-1.443, 3.912, -0.042)
H (-2.331, 2.625, -0.120)
O (-1.431, 2.949, -0.193)
H (-0.719, -0.413, -3.628)
H (0.815, -0.058, -3.831)
O (0.131, -0.398, -3.214)
H (-2.828, -0.159, -2.095)
H (-3.293, 0.416, -0.753)
O (-2.893, 0.658, -1.597)
H (2.760, 0.348, -3.267)
H (2.243, 1.134, -4.569)
O (2.500, 0.290, -4.199)
H (4.482, -0.153, -0.956)
H (3.202, 0.370, -0.345)
O (3.588, 0.120, -1.191)

Now the Mulliken charges, all in e: C -0.29; O -0.57; C -0.68; C -1.04; C 1.26; C -1.34; N 0.52; N -0.33; H 0.38; H 0.16; H 0.24; H 0.45; H 0.32; H 0.36; H 0.37; H 0.43; H -0.26; H 0.52; H 0.36; H 0.06; H 0.24; H 0.21; H 0.32; O -0.61; H 0.26; H 0.38; O -0.63; H 0.38; H 0.29; O -0.59; H 0.31; H 0.24; O -0.65; H 0.27; H 0.30; O -0.51; H 0.25; H 0.33; O -0.64; H 0.35; H 0.32; O -0.73; H 0.31; H 0.31; O -0.63

***

*x*
This record from the Open Molecules 2025 dataset describes a cluster of 9 separate species, C5H29N2O9 in total. The level of theory is the ωB97M-V functional and the def2-TZVPD basis.

Output
**Total charge**: +1
**Frontier orbital gap**: 10.09 eV
**HOMO energy**: -0.46176 Ha
**LUMO**: -2.48 eV

Positions of all 45 atoms, in Å:
N (-1.568, -1.837, 2.561)
C (-1.518, -0.579, 1.719)
C (-0.591, -0.873, 0.542)
N (-0.112, 0.178, -0.109)
C (-0.446, 1.591, 0.229)
C (-0.002, 2.564, -0.865)
C (0.972, 3.610, -0.409)
O (-0.219, -2.023, 0.296)
H (-1.659, -1.561, 3.533)
H (-2.132, -2.636, 2.244)
H (-0.632, -2.291, 2.545)
H (-2.478, -0.280, 1.305)
H (-1.051, 0.183, 2.340)
H (0.638, 0.089, -0.791)
H (0.072, 1.715, 1.185)
H (-1.522, 1.694, 0.355)
H (-0.897, 2.920, -1.384)
H (0.511, 1.942, -1.627)
H (0.422, 4.299, 0.269)
H (1.412, 4.140, -1.255)
H (1.697, 3.396, 0.374)
H (-2.732, 1.088, -3.949)
H (-1.796, 2.236, -3.384)
O (-2.655, 1.823, -3.372)
H (-2.012, -4.611, 0.585)
H (-1.664, -3.163, 0.199)
O (-2.253, -3.701, 0.754)
H (-3.279, -1.566, -0.742)
H (-2.086, -1.997, -1.760)
O (-2.417, -1.384, -1.109)
H (0.826, 1.069, -4.188)
H (1.277, -0.367, -4.706)
O (1.364, 0.295, -4.017)
H (2.276, 0.312, -2.595)
H (2.827, -0.924, -1.789)
O (2.529, -0.017, -1.702)
H (3.635, -1.309, 0.735)
H (2.855, 0.081, 0.530)
O (3.062, -0.647, 1.123)
H (2.366, 0.890, 2.699)
H (1.220, 1.359, 3.539)
O (1.426, 1.110, 2.633)
H (1.474, -3.050, 2.527)
H (1.497, -1.611, 2.068)
O (1.366, -2.155, 2.864)

Now the Mulliken charges, all in e: N -0.02; C -0.98; C 0.46; N 0.58; C -0.40; C 0.23; C -1.46; O -0.78; H 0.40; H 0.47; H 0.20; H 0.31; H 0.42; H 0.11; H 0.19; H 0.25; H 0.36; H -0.35; H 0.37; H 0.38; H 0.33; H 0.29; H 0.31; O -0.59; H 0.30; H 0.34; O -0.68; H 0.28; H 0.28; O -0.52; H 0.29; H 0.28; O -0.60; H 0.29; H 0.28; O -0.60; H 0.26; H 0.31; O -0.63; H 0.25; H 0.25; O -0.50; H 0.33; H 0.38; O -0.68

***

Which structure is the most stable? The one labeled *x*.

***

*w*
This record from the Open Molecules 2025 dataset describes a cluster of 2 separate species, C5H14NO in total. The level of theory is the ωB97M-V functional and the def2-TZVPD basis.

Output
**Total charge**: +2
**Expectation value of S²**: 0.754
**Frontier orbital gap (spin up / spin down)**: 8.42 / 6.45 eV
**HOMO energy (spin up / spin down)**: -0.69761 / -0.69761 Ha
**LUMO (spin up / spin down)**: -10.56 / -12.54 eV
**Multiplicity**: 2

Positions of all 21 atoms, in Å:
C (-0.953, 0.667, 0.494)
O (-0.645, 1.817, -0.310)
C (-0.518, -0.624, -0.091)
C (0.805, -1.041, -0.308)
C (1.041, -2.569, 0.034)
C (0.985, -2.746, 1.565)
N (-1.072, 4.537, -1.538)
H (-0.557, 0.847, 1.502)
H (-2.029, 0.711, 0.648)
H (-0.034, 1.637, -1.043)
H (-1.308, -1.246, -0.526)
H (1.476, -0.455, 0.334)
H (1.227, -0.863, -1.317)
H (1.987, -2.855, -0.405)
H (0.292, -3.149, -0.516)
H (0.725, -3.769, 1.819)
H (0.148, -2.122, 1.918)
H (1.882, -2.358, 2.042)
H (-0.462, 3.975, -0.934)
H (-1.089, 5.563, -1.484)
H (-1.899, 4.040, -1.885)

Now the Mulliken charges, all in e: C -0.47; O -0.51; C 0.00; C -0.38; C -0.62; C -0.99; N -0.06; H 0.29; H 0.37; H 0.39; H 0.34; H 0.34; H 0.45; H 0.39; H 0.37; H 0.34; H 0.30; H 0.34; H 0.36; H 0.37; H 0.36

***

*x*
This record from the Open Molecules 2025 dataset describes a cluster of 2 separate species, C5H14NO in total. The level of theory is the ωB97M-V functional and the def2-TZVPD basis.

Output
**Total charge**: +2
**Expectation value of S²**: 0.757
**Frontier orbital gap (spin up / spin down)**: 10.98 / 5.12 eV
**HOMO energy (spin up / spin down)**: -0.72449 / -0.70313 Ha
**LUMO (spin up / spin down)**: -8.73 / -14.01 eV
**Multiplicity**: 2

Positions of all 21 atoms, in Å:
C (0.127, 1.053, 2.763)
C (0.333, -0.371, 2.428)
C (1.234, -0.676, 1.242)
C (0.298, -0.292, 0.060)
C (0.976, -0.279, -1.092)
N (0.103, -0.076, -2.268)
H (0.895, 1.666, 3.146)
H (-0.396, 1.584, 1.930)
H (-0.633, 1.115, 3.451)
H (0.704, -0.944, 3.388)
H (-0.707, -0.690, 2.270)
H (2.087, 0.035, 1.167)
H (1.507, -1.798, 1.234)
H (-0.822, -0.371, 0.054)
H (1.983, -0.025, -1.262)
H (-0.893, -0.350, -2.164)
H (0.094, 0.912, -2.697)
H (0.484, -0.696, -3.056)
H (-2.192, -0.576, -3.954)
H (-3.060, 0.525, -3.224)
O (-2.123, 0.255, -3.416)

Now the Mulliken charges, all in e: C -1.21; C -0.32; C -0.23; C -0.28; C -0.34; N -0.39; H 0.38; H 0.34; H 0.42; H 0.34; H 0.33; H 0.42; H 0.37; H 0.35; H 0.46; H 0.50; H 0.41; H 0.44; H 0.36; H 0.36; O -0.71

***

Which structure is the most stable? The one labeled *x*.

***

*w*
This record from the Open Molecules 2025 dataset describes the molecule ClH4N2OP. The level of theory is the ωB97M-V functional and the def2-TZVPD basis.

Output
**Frontier orbital gap**: 11.03 eV
**HOMO energy**: -0.38621 Ha
**LUMO**: 0.52 eV

Positions of all 9 atoms, in Å:
N (0.597, 1.202, -0.424)
N (-1.217, -0.530, 0.732)
O (1.308, -0.574, 1.294)
P (0.317, -0.357, 0.269)
Cl (0.710, -1.669, -1.424)
H (1.462, 1.663, -0.258)
H (0.174, 1.546, -1.205)
H (-1.744, 0.243, 0.373)
H (-1.608, -1.524, 0.643)

Now the Mulliken charges, all in e: N -0.48; N -0.48; O -0.58; P 0.86; Cl -0.30; H 0.22; H 0.19; H 0.27; H 0.29

***

*x*
This record from the Open Molecules 2025 dataset describes a cluster of 2 separate species, ClH4N2OP in total. The level of theory is the ωB97M-V functional and the def2-TZVPD basis.

Output
**Frontier orbital gap**: 10.69 eV
**HOMO energy**: -0.39398 Ha
**LUMO**: -0.03 eV

Positions of all 9 atoms, in Å:
N (0.087, -0.796, -1.155)
N (-0.313, 0.466, 1.191)
O (-1.457, -2.012, 0.532)
P (-0.682, -0.797, 0.287)
Cl (1.814, 2.352, -0.046)
H (-0.169, -1.493, -1.826)
H (0.395, 0.074, -1.747)
H (0.826, 1.738, 0.517)
H (-0.501, 0.469, 2.246)

Now the Mulliken charges, all in e: N -0.45; N -0.64; O -0.56; P 0.82; Cl -0.33; H 0.28; H 0.28; H 0.36; H 0.23

***

Which structure is the most stable? The one labeled *w*.